A molecular structure, C31H41AsKNO2 in a non-equilibrium geometry, computed with ωB97M-V with the def2-TZVPD basis set.

```
77
Properties=species:S:1:pos:R:3:forces:R:3:mulliken_charge:R:1
K -1.22281 -2.38302 0.00498 -0.4706 0.1800 -0.6692 0.712
C -4.87598 -4.42412 -1.66158 0.1119 0.0407 -0.0435 -0.579
C -3.74189 -4.54596 -2.68243 -0.0071 0.0014 0.1466 -0.513
C -2.59626 -4.94500 -1.76704 -0.1006 -0.1075 -0.2328 -0.518
O -2.75886 -4.12188 -0.61234 -0.6131 -0.7206 -0.3268 -0.290
C -4.15441 -3.83261 -0.44601 -0.2672 -0.0066 0.0032 -0.439
H -5.26920 -5.41355 -1.42469 -0.0285 0.0074 -0.0077 0.290
H -5.69857 -3.79751 -1.99986 -0.0114 -0.0033 0.0142 0.312
H -3.52972 -3.57551 -3.13570 -0.0060 -0.0258 -0.0605 0.242
H -3.94006 -5.27308 -3.46728 0.0085 0.0028 -0.0097 0.363
H -1.60500 -4.76490 -2.18453 0.0051 0.0134 0.0385 0.334
H -2.68097 -6.00303 -1.49327 0.0783 0.0169 0.0326 0.280
H -4.27858 -2.74624 -0.40048 0.0406 -0.0083 0.0261 0.309
H -4.50749 -4.25925 0.49446 0.0509 0.0113 0.0086 0.228
C 2.02905 3.49638 -5.53524 -0.0013 -0.0005 0.0706 -1.529
C 1.45589 2.97079 -4.24667 0.0270 0.0432 -0.0395 0.649
C 0.45285 2.01517 -4.23752 0.0163 0.0441 0.0089 -1.114
C -0.07939 1.52372 -3.05318 -0.1173 0.0106 0.1361 0.228
C -1.17177 0.48596 -3.17587 0.0616 0.0508 0.0842 -1.814
C 0.39613 1.98229 -1.80250 0.0300 0.0568 -0.1141 0.495
As -0.53967 1.06807 -0.26899 0.0888 0.0060 -0.0646 1.168
N 0.22649 -0.57121 -0.31987 0.6813 1.1624 0.0018 -0.105
C 1.55293 -0.82458 -0.46506 0.3066 0.1757 0.0108 0.839
C 1.95608 -2.16090 -0.71330 -0.1489 0.0567 0.0422 -0.458
C 3.28248 -2.51746 -0.86667 -0.0034 -0.0678 -0.0052 -0.830
C 4.28933 -1.56364 -0.78144 0.0828 0.0221 -0.0184 -0.673
C 3.92926 -0.24584 -0.52128 0.0088 -0.0852 0.0000 -0.952
C 2.60503 0.11630 -0.35952 -0.1076 -0.0204 0.0671 0.199
C -0.09600 2.07751 1.41456 0.0493 0.0337 0.0762 -0.290
C -0.58764 3.39079 1.49596 0.0954 -0.1181 -0.2417 1.196
C -1.29769 4.05774 0.34052 0.0765 -0.0441 0.0730 -2.109
C -0.40991 4.14252 2.65266 -0.0022 0.0079 0.0745 -0.899
C 0.21515 3.61965 3.76998 -0.0047 0.0642 0.0587 0.790
C 0.43631 4.44285 5.01102 -0.0325 -0.0515 -0.0541 -1.555
C 0.62205 2.29320 3.71977 -0.0526 0.0380 -0.0483 -0.935
C 0.46494 1.51261 2.58081 -0.0034 -0.0210 -0.1115 1.016
C 0.90546 0.07447 2.67323 0.0591 0.0530 -0.0977 -1.313
C 1.42060 2.94477 -1.81349 -0.0240 -0.0727 0.0932 1.637
C 2.08909 3.51146 -0.58443 -0.0672 0.0495 -0.0625 -2.274
C 1.92070 3.41955 -3.02443 -0.0397 -0.0355 -0.0394 -0.890
H 1.56533 3.01408 -6.39505 0.0158 0.0099 -0.0173 0.351
H 3.10478 3.31722 -5.57961 -0.0026 0.0023 -0.0358 0.333
H 1.87247 4.57328 -5.62142 0.0008 -0.0022 -0.0221 0.329
H 0.06819 1.64174 -5.18109 -0.0002 -0.0135 0.0052 0.243
H -1.41385 0.30834 -4.22384 0.0178 0.0059 0.0114 0.430
H -2.07575 0.80785 -2.65504 -0.0230 -0.0497 -0.0314 0.392
H -0.84463 -0.44999 -2.72003 -0.0471 -0.0606 -0.0121 0.132
H 1.17254 -2.91490 -0.78581 0.2566 -0.0727 -0.1073 0.166
H 3.53532 -3.55406 -1.06133 0.0044 0.0019 -0.0021 0.385
H 5.32749 -1.83800 -0.91439 -0.0083 -0.0145 0.0095 0.369
H 4.69807 0.51425 -0.43570 -0.0010 0.0052 -0.0006 0.405
H 2.35724 1.14260 -0.12809 0.0386 -0.0935 -0.0139 0.541
H -1.42233 3.38781 -0.50520 -0.0884 0.1152 -0.0626 0.365
H -0.74188 4.93131 -0.00545 0.0188 -0.0074 -0.0233 0.301
H -2.28631 4.39828 0.65397 -0.0078 0.0091 -0.0100 0.506
H -0.77082 5.16671 2.67331 -0.0057 0.0014 -0.0100 0.328
H 0.07182 5.46042 4.87482 0.0180 0.0104 0.0228 0.349
H 1.49827 4.48659 5.25851 -0.0034 0.0372 0.0216 0.335
H -0.08224 4.00749 5.86752 0.0040 0.0139 0.0096 0.338
H 1.07638 1.84949 4.60083 0.0041 -0.0210 -0.0130 0.344
H 1.12454 -0.18777 3.71045 -0.0165 0.0245 -0.0158 0.484
H 1.80310 -0.10355 2.08173 0.0319 -0.0650 -0.0456 0.162
H 0.13759 -0.58970 2.28013 -0.0012 -0.0869 -0.0066 -0.156
H 1.78449 3.01365 0.32437 -0.0276 0.0215 0.1612 -0.020
H 1.86132 4.57517 -0.48176 -0.0232 0.0002 0.0422 0.509
H 3.17331 3.42165 -0.68015 -0.0090 -0.0025 0.0002 0.479
H 2.71780 4.15731 -2.99902 0.0075 -0.0019 0.0083 0.413
C -1.19504 -2.69776 4.32201 -0.1037 0.0501 -0.0289 -1.012
C -0.71201 -3.52914 3.16438 0.0245 -0.0153 0.2234 0.982
C 0.42467 -4.49076 3.38434 0.0343 -0.0402 -0.1067 -1.138
O -1.21809 -3.41007 2.06499 0.0668 -0.5685 1.2485 -0.665
H -0.83995 -3.05950 5.28309 0.0096 -0.0104 -0.0028 0.383
H -2.28425 -2.66393 4.31133 0.0092 0.0089 -0.0132 0.304
H -0.84044 -1.67415 4.17674 0.0359 -0.0179 0.0024 0.148
H 0.66825 -4.62817 4.43400 0.0011 0.0198 0.0078 0.395
H 1.30488 -4.10989 2.86016 -0.0080 0.0271 0.0083 0.268
H 0.17175 -5.45040 2.93305 0.0070 0.0193 -0.0213 0.314
```
Positions in Å, forces in eV/Å.

- ΔE to the lowest compared entry with this formula, charge and spin (eV) = 1.031
- energy (hartree) = -4246.7709
- LUMO level (eV) = -0.05
- frontier orbital gap (Eh) = 0.2233
- molar mass (g/mol) = 573.7